1.
The following is a quantum chemistry calculation of a 10-piece molecular cluster, C9H36BF4N18O9 overall, from OMol25.

The value obtained for the LUMO energy is 1.613 eV. The HOMO energy comes out at -0.277 Eh. Its HOMO-LUMO gap is 0.3360 hartree.

```
! RIJCOSX wB97M-V def2-TZVPD def2/J DEFGRID3
* xyz -1 1
B -0.706 0.281 0.110
F -0.462 -0.896 -0.487
F -0.095 1.187 -0.743
F -2.048 0.554 0.163
F -0.125 0.413 1.390
C -1.636 1.361 -3.981
O -1.376 1.102 -5.153
N -2.795 1.152 -3.464
N -0.763 1.831 -3.095
H -3.483 0.719 -4.064
H -2.927 1.259 -2.469
H -0.878 1.853 -2.092
H 0.102 2.178 -3.482
C -1.938 1.962 3.757
O -2.081 1.551 4.910
N -2.663 1.584 2.770
N -1.069 2.893 3.411
H -3.282 0.802 2.928
H -2.511 1.783 1.791
H -0.585 3.517 4.041
H -1.143 3.175 2.444
C 0.305 -3.181 1.846
O 0.369 -4.335 2.200
N -0.706 -2.386 2.135
N 1.212 -2.667 1.050
H -1.316 -2.739 2.858
H -0.822 -1.546 1.585
H 0.870 -1.772 0.731
H 2.018 -3.139 0.666
C -1.150 -4.499 -2.421
O -1.705 -5.486 -2.865
N -0.079 -4.464 -1.695
N -1.409 -3.338 -3.002
H 0.280 -5.376 -1.454
H 0.205 -3.628 -1.205
H -2.219 -3.250 -3.600
H -1.126 -2.545 -2.445
C 2.317 -1.202 -4.190
O 2.877 -1.100 -5.235
N 2.159 -2.279 -3.587
N 1.771 -0.200 -3.561
H 2.427 -3.090 -4.127
H 1.984 -2.296 -2.593
H 1.019 -0.338 -2.901
H 1.669 0.558 -4.221
C -5.157 -0.523 -1.272
O -5.832 -0.842 -2.220
N -3.892 -0.836 -1.160
N -5.644 0.084 -0.200
H -3.503 -1.473 -1.840
H -3.322 -0.603 -0.359
H -4.995 0.223 0.561
H -6.642 0.117 -0.045
C 3.983 0.204 0.237
O 5.095 -0.053 0.739
N 2.812 0.231 0.760
N 3.792 0.543 -1.028
H 1.994 0.359 0.182
H 2.771 -0.162 1.689
H 4.559 0.248 -1.615
H 2.870 0.819 -1.336
C 2.669 0.129 4.359
O 2.884 -0.878 3.685
N 1.783 1.054 4.075
N 3.288 0.529 5.471
H 1.977 2.014 4.319
H 1.358 0.922 3.168
H 2.809 1.289 5.931
H 4.093 -0.025 5.726
C 1.975 3.981 1.098
O 3.160 4.117 1.194
N 1.345 2.878 1.419
N 1.189 4.892 0.609
H 1.912 2.046 1.503
H 0.419 2.630 1.101
H 0.306 4.411 0.514
H 1.458 5.710 0.082
*
```

2.
The following is a quantum chemistry calculation of C9H36FeO21S3 as an isolated structure, from OMol25.

The value obtained for the LUMO energy (alpha / beta) is 6.217 / 6.216 eV. The HOMO energy (alpha / beta) comes out at 0.079 / 0.081 Eh. Its HOMO-LUMO gap (alpha / beta) is 0.1498 / 0.1477 hartree.

```
! RIJCOSX wB97M-V def2-TZVPD def2/J DEFGRID3
* xyz -3 6
Fe 25.531 20.020 -10.723
S 25.237 17.729 -8.367
O 26.646 17.592 -7.915
O 25.057 18.878 -9.298
O 25.428 16.490 -9.198
O 24.302 17.536 -7.300
S 23.179 20.552 -12.034
O 24.123 19.409 -12.011
O 23.962 21.093 -10.910
O 23.247 21.322 -13.277
O 21.828 20.204 -11.618
S 27.874 18.552 -11.159
O 27.897 17.218 -10.574
O 26.597 18.795 -11.871
O 27.431 19.539 -10.197
O 29.094 18.893 -11.870
C 20.166 18.478 -13.497
O 19.678 19.751 -13.149
H 19.923 17.735 -12.733
H 19.602 18.211 -14.395
H 21.234 18.438 -13.715
H 20.315 20.088 -12.493
C 26.669 21.552 -7.993
O 25.720 21.463 -9.036
H 27.404 20.753 -8.082
H 27.205 22.507 -8.012
H 26.085 21.504 -7.070
H 25.291 22.322 -9.009
C 20.846 22.417 -15.507
O 22.232 22.520 -15.260
H 20.489 22.877 -16.428
H 20.624 21.346 -15.569
H 20.219 22.689 -14.653
H 22.469 22.117 -14.398
C 19.634 22.388 -10.543
O 20.990 22.317 -10.247
H 19.522 22.522 -11.625
H 18.969 21.571 -10.250
H 19.198 23.303 -10.132
H 21.266 21.409 -10.476
C 25.764 22.208 -15.504
O 25.227 22.654 -14.308
H 25.530 22.923 -16.299
H 26.851 22.088 -15.474
H 25.436 21.215 -15.819
H 24.529 22.040 -14.008
C 22.853 16.239 -12.244
O 22.832 15.303 -11.170
H 22.411 17.149 -11.834
H 23.902 16.465 -12.438
H 22.274 15.828 -13.073
H 23.717 15.199 -10.799
C 24.556 18.601 -15.069
O 25.538 18.105 -14.179
H 23.765 17.851 -14.957
H 24.137 19.554 -14.743
H 24.887 18.663 -16.106
H 25.505 18.425 -13.256
C 21.679 18.354 -8.994
O 21.520 17.909 -7.704
H 20.907 18.077 -9.716
H 21.845 19.428 -9.134
H 22.583 17.845 -9.344
H 22.379 17.903 -7.265
C 27.655 22.056 -12.186
O 26.390 21.531 -11.929
H 27.791 23.094 -11.863
H 28.455 21.575 -11.621
H 27.941 21.963 -13.235
H 25.808 22.160 -12.376
*
```

3.
The following is a quantum chemistry calculation of a 9-piece molecular cluster, C9H36N18O9 overall, from OMol25.

The value obtained for the LUMO energy is -0.096 eV. The HOMO energy comes out at -0.327 Eh. Its HOMO-LUMO gap is 0.3235 hartree.

```
! RIJCOSX wB97M-V def2-TZVPD def2/J DEFGRID3
* xyz 0 1
C -1.290 -1.531 -3.136
O -1.163 -1.977 -4.265
N -2.083 -0.492 -2.766
N -0.610 -2.060 -2.061
H -2.360 -0.451 -1.797
H -2.565 0.115 -3.397
H 0.053 -2.747 -2.377
H -0.435 -1.451 -1.282
C -5.608 -0.458 1.645
O -6.157 -0.271 0.571
N -6.254 -0.916 2.757
N -4.251 -0.420 1.823
H -5.710 -1.487 3.376
H -7.245 -1.017 2.649
H -3.987 -0.275 2.782
H -3.554 -0.493 1.103
C 3.366 -0.654 -3.153
O 3.003 -1.646 -2.542
N 3.446 0.580 -2.550
N 3.703 -0.628 -4.466
H 3.968 1.301 -3.014
H 3.120 0.791 -1.620
H 3.506 -1.475 -4.972
H 4.368 -0.004 -4.881
C -1.614 3.645 -2.978
O -1.394 2.795 -2.122
N -0.927 4.803 -3.065
N -2.705 3.566 -3.805
H -1.018 5.395 -3.871
H -0.233 5.083 -2.397
H -3.423 2.887 -3.645
H -2.848 4.316 -4.455
C 4.009 1.644 1.285
O 2.961 1.349 0.708
N 4.363 1.136 2.481
N 4.896 2.523 0.740
H 5.313 1.136 2.803
H 3.712 0.467 2.858
H 4.695 2.834 -0.192
H 5.821 2.583 1.123
C -0.381 -0.502 0.968
O -1.551 -0.854 0.894
N 0.446 -0.950 1.958
N 0.211 0.377 0.128
H 0.079 -1.609 2.625
H 1.240 -0.390 2.206
H 1.150 0.722 0.232
H -0.454 0.943 -0.379
C -1.215 -3.802 3.973
O -1.773 -3.068 4.772
N -1.818 -4.920 3.487
N 0.024 -3.543 3.488
H -1.345 -5.525 2.842
H -2.819 -4.945 3.546
H 0.554 -4.187 2.928
H 0.521 -2.932 4.116
C -2.095 3.622 1.181
O -2.202 3.857 2.373
N -0.893 3.764 0.518
N -3.130 3.150 0.432
H -0.865 3.385 -0.425
H -0.159 3.547 1.173
H -3.106 3.185 -0.570
H -3.970 3.030 0.970
C 3.278 -2.628 0.875
O 3.471 -2.644 2.087
N 3.164 -1.485 0.150
N 3.367 -3.748 0.088
H 3.148 -1.461 -0.880
H 3.105 -0.664 0.725
H 3.486 -3.625 -0.902
H 3.664 -4.601 0.524
*
```

4.
The following is a quantum chemistry calculation of C9H36N19NiO12 as an isolated structure, from OMol25.

The value obtained for the LUMO energy (alpha / beta) is -2.865 / -2.873 eV. The HOMO energy (alpha / beta) comes out at -0.390 / -0.390 Eh. Its HOMO-LUMO gap (alpha / beta) is 0.2846 / 0.2840 hartree.

```
! RIJCOSX wB97M-V def2-TZVPD def2/J DEFGRID3
* xyz 1 3
Ni -0.141 0.601 -0.365
N -3.095 -1.299 -0.301
O -3.345 -1.528 -1.463
O -2.057 -0.707 -0.080
O -3.837 -1.678 0.608
C 2.278 1.064 3.232
O 2.485 0.229 4.133
N 1.705 2.176 3.529
N 2.366 0.889 1.972
H 1.141 2.629 2.824
H 1.935 2.588 4.422
H 2.847 0.002 2.016
H 2.420 1.612 1.269
C -1.030 -5.150 -1.963
O -0.523 -5.575 -2.937
N -0.745 -4.099 -1.240
N -2.021 -5.712 -1.308
H -1.318 -3.881 -0.437
H 0.055 -3.563 -1.544
H -2.441 -5.326 -0.475
H -2.052 -6.689 -1.562
C 3.802 -0.625 -1.409
O 3.750 -0.979 -0.238
N 4.007 -1.438 -2.407
N 3.667 0.564 -1.782
H 3.777 -1.127 -3.340
H 3.848 -2.378 -2.075
H 3.747 1.256 -1.051
H 3.700 0.963 -2.710
C -2.768 1.901 -1.849
O -1.634 1.677 -1.540
N -3.160 3.071 -2.178
N -3.749 1.054 -2.155
H -4.078 3.277 -2.547
H -2.528 3.824 -1.948
H -3.609 0.055 -2.110
H -4.559 1.500 -2.562
C 1.270 3.253 -1.134
O 1.245 2.048 -0.974
N 0.528 3.864 -1.963
N 1.975 3.997 -0.286
H 0.594 4.872 -1.969
H 0.148 3.384 -2.765
H 2.531 3.566 0.437
H 1.841 4.998 -0.329
C -1.430 2.518 1.679
O -0.668 1.692 1.146
N -2.127 2.216 2.793
N -1.640 3.672 1.189
H -2.027 1.297 3.200
H -2.605 2.958 3.284
H -1.942 4.362 1.863
H -1.170 3.964 0.344
C 0.622 -2.103 1.040
O 0.636 -1.027 0.495
N -0.556 -2.651 1.464
N 1.698 -2.822 1.203
H -0.639 -3.598 1.804
H -1.339 -2.014 1.432
H 1.583 -3.765 1.546
H 2.590 -2.600 0.785
C 0.332 -0.765 -3.208
O 0.051 -0.298 -2.148
N -0.209 -1.838 -3.616
N 1.090 -0.184 -4.140
H -0.214 -2.013 -4.611
H -1.036 -2.087 -3.091
H 1.305 0.783 -3.944
H 1.389 -0.645 -4.987
C -0.699 -0.497 4.008
O -1.846 -0.522 3.508
N -0.416 0.423 4.885
N 0.114 -1.468 4.094
H 0.487 0.667 5.266
H -1.250 0.967 5.053
H -0.154 -2.424 3.907
H 1.095 -1.360 4.309
*
```

5.
The following is a quantum chemistry calculation of a 9-piece molecular cluster, C9H36N4O9 overall, from OMol25.

The value obtained for the LUMO energy is -0.294 eV. The HOMO energy comes out at -0.317 Eh. Its HOMO-LUMO gap is 0.3064 hartree.

```
! RIJCOSX wB97M-V def2-TZVPD def2/J DEFGRID3
* xyz 0 1
C 10.509 -10.601 13.430
O 10.419 -11.656 12.537
N 9.886 -10.631 14.571
N 11.220 -9.487 13.223
H 9.454 -11.531 14.769
H 10.076 -9.934 15.289
H 11.704 -9.714 12.309
H 11.762 -9.018 13.904
C 10.711 -7.383 16.440
O 10.500 -8.763 16.370
N 11.297 -6.715 17.441
N 10.284 -6.658 15.464
H 11.808 -7.270 18.170
H 11.350 -5.709 17.483
H 9.816 -7.132 14.665
H 10.235 -5.645 15.460
C 13.745 -10.441 17.875
O 15.001 -11.064 17.715
H 13.037 -11.218 18.163
H 13.341 -10.074 16.956
H 13.824 -9.566 18.508
H 14.830 -11.805 17.211
C 8.307 -13.954 18.106
O 7.112 -13.189 18.381
H 8.957 -13.950 18.941
H 8.864 -13.517 17.235
H 7.959 -14.979 17.776
H 6.697 -13.046 17.533
C 9.956 -11.106 19.488
O 10.540 -10.790 18.228
H 10.199 -10.298 20.189
H 10.389 -12.059 19.862
H 8.853 -11.237 19.336
H 10.255 -9.941 17.955
C 11.948 -13.550 17.201
O 11.384 -12.534 16.434
H 11.336 -13.838 18.032
H 12.847 -13.270 17.646
H 12.173 -14.434 16.665
H 11.200 -11.677 16.907
C 5.352 -11.349 20.347
O 6.621 -11.922 20.773
H 4.757 -11.005 21.197
H 4.790 -12.072 19.763
H 5.527 -10.555 19.587
H 6.948 -12.494 20.070
C 7.220 -10.280 16.869
O 6.110 -10.445 16.077
H 7.012 -10.781 17.810
H 7.459 -9.278 17.090
H 8.061 -10.801 16.524
H 5.433 -9.909 16.577
C 8.499 -9.444 22.358
O 7.092 -9.773 22.443
H 9.075 -10.299 22.458
H 8.714 -8.560 22.999
H 8.713 -9.100 21.378
H 6.938 -10.480 21.841
*
```

6.
The following is a quantum chemistry calculation of a 9-piece molecular cluster, C9H36N6O9 overall, from OMol25.

The value obtained for the LUMO energy is 0.093 eV. The HOMO energy comes out at -0.352 Eh. Its HOMO-LUMO gap is 0.3554 hartree.

```
! RIJCOSX wB97M-V def2-TZVPD def2/J DEFGRID3
* xyz 0 1
C -9.900 -24.210 0.221
O -9.091 -25.060 -0.676
H -10.974 -24.315 0.070
H -9.719 -24.604 1.221
H -9.578 -23.169 0.181
H -9.474 -25.018 -1.555
C -13.877 -20.074 -3.135
O -14.079 -19.466 -4.421
H -13.734 -21.111 -3.440
H -12.967 -19.865 -2.573
H -14.808 -19.947 -2.582
H -14.979 -19.134 -4.455
C -4.885 -19.703 -7.961
O -4.112 -19.633 -9.144
H -4.420 -20.206 -7.113
H -5.000 -18.686 -7.584
H -5.895 -19.958 -8.281
H -4.091 -20.541 -9.456
C -11.223 -17.470 -8.020
O -12.235 -18.471 -8.179
H -11.521 -16.565 -7.489
H -10.315 -17.921 -7.622
H -10.807 -17.193 -8.989
H -12.538 -18.704 -7.299
C -6.264 -24.840 -10.633
O -5.467 -23.984 -9.841
H -5.624 -25.394 -11.320
H -6.914 -25.588 -10.179
H -6.898 -24.169 -11.212
H -5.132 -24.459 -9.077
C -5.875 -32.256 -5.903
O -6.204 -30.952 -5.692
H -4.995 -32.198 -6.543
H -5.902 -32.594 -4.867
H -6.568 -32.839 -6.510
H -5.589 -30.523 -5.092
C -11.714 -29.393 -3.879
O -12.018 -30.111 -4.782
N -10.474 -29.347 -3.465
N -12.538 -28.637 -3.200
H -10.266 -28.948 -2.561
H -9.686 -29.843 -3.857
H -12.200 -28.281 -2.318
H -13.458 -28.626 -3.616
C -2.512 -28.002 -6.602
O -3.187 -27.035 -6.865
N -2.345 -29.053 -7.333
N -1.873 -28.047 -5.453
H -1.972 -29.808 -6.776
H -2.835 -29.182 -8.207
H -1.935 -27.301 -4.775
H -1.339 -28.866 -5.199
C -8.802 -24.477 -5.976
O -9.639 -24.268 -5.130
N -8.385 -25.667 -6.302
N -8.194 -23.544 -6.636
H -7.587 -25.926 -6.865
H -8.834 -26.334 -5.690
H -7.646 -23.787 -7.449
H -8.590 -22.629 -6.478
*
```

Per-record largest force on an atom, eV/Å: 8.218; 10.999; 2.102; 8.171; 6.984; 5.043
Per-record relative energy (zero: lowest compared OMol25 entry of this formula, charge and spin), eV: 5.279; 1.376; 1.173; 3.610; 2.793; 4.167